ORCA calculation (wB97M-V/def2-TZVPD) on a cluster of 2 separate species, C3H7FS in total.

Each line ends with the Löwdin charge.
Atoms and positions in Å:
C 0.341829 0.285942 -1.308348  0.04
C 0.404391 0.759815 -0.079181  -0.48
C 1.347368 0.380982 1.009338  -0.03
F -0.456552 1.733586 0.296472  0.01
H -0.387630 0.650320 -2.009934  0.07
H 1.021246 -0.471001 -1.645438  0.06
H 0.814376 0.378069 1.957991  0.08
H 1.765974 -0.602994 0.822296  0.08
H 2.153581 1.111841 1.079001  0.09
S -2.365733 -0.921636 0.773669  0.52
H -2.328769 -1.165372 -0.531537  -0.22
H -3.670572 -0.678407 0.756104  -0.23

Forces on the atoms, in the same order (eV/Å):
-0.14 0.08 -0.02
0.08 0.01 -0.06
-0.16 0.16 -0.04
0.14 0.03 -0.01
-0.14 0.15 -0.07
0.23 -0.23 0.05
0.00 -0.08 0.07
0.08 -0.03 -0.01
0.03 0.00 0.04
0.20 -0.09 0.28
0.01 -0.02 -0.25
-0.32 0.03 0.02

Output
**Calculated total energy**: -16776.461 eV
**Structure (SMILES)**: C=C(C)F.S
**E_LUMO**: 0.87 eV
**Frontier orbital gap**: 0.379 Eh
**F_max**: 0.360 eV/A
**ΔE to the lowest compared entry with this formula, charge and spin**: 12.05 kcal/mol